2 unconnected molecules or ions with the total composition C10H25N2O3, computed with ωB97M-V/def2-TZVPD.

Summary:
- Charge: +1
- E_HOMO: -11.41 eV
- HOMO-LUMO gap: 8.37 eV

Geometry as XYZ:
```
40
Properties=species:S:1:pos:R:3:forces:R:3
N -3.917760 3.615889 1.564745 0.60 1.35 -0.16
C -2.456436 3.691628 1.292909 1.21 -1.17 -0.91
C -1.780365 2.233664 1.016401 0.65 1.02 -0.87
C -0.286615 2.573935 0.450820 -0.75 -0.03 1.23
C 0.742470 1.350226 0.591568 1.00 0.83 -0.62
C 1.771796 1.746500 1.783382 -2.01 0.17 -0.28
O 2.685651 0.659499 2.113520 -0.75 0.44 2.16
C 2.303438 0.203643 3.433741 -2.49 -3.92 -1.07
O 1.621347 -0.855569 3.495515 3.10 4.41 0.04
H -4.452816 3.313327 0.738115 0.64 0.06 0.40
H -4.215130 4.604097 1.708974 0.05 -1.08 0.05
H -1.859211 4.137021 2.171589 -1.29 -0.54 -1.17
H -2.188044 4.315559 0.351223 -0.44 -0.77 1.44
H -1.712316 1.592573 1.957580 -0.22 0.88 -1.24
H -2.323263 1.662763 0.173985 0.57 0.81 1.48
H -0.373136 3.012499 -0.601078 0.24 -0.83 1.42
H 0.090059 3.430375 1.134990 -0.39 -1.25 -1.20
H 1.333412 1.292940 -0.406350 -0.68 -0.01 1.59
H 0.263106 0.326576 0.748568 0.42 1.47 0.09
H 1.105711 1.918738 2.709941 0.93 0.13 -1.41
H 2.277129 2.729437 1.502543 -0.28 -1.52 0.47
H 2.576961 0.804875 4.375158 -0.13 -0.56 -1.67
C 1.386671 -3.706841 -2.650569 0.41 -0.14 -0.11
C 1.285628 -3.148180 -1.238063 -0.32 -0.65 -0.43
C -0.154085 -2.952221 -0.744892 0.07 0.78 0.38
O -0.746973 -1.822011 -1.378302 0.09 -0.65 0.14
C -1.451903 -2.119576 -2.586815 0.02 0.39 -0.29
N 1.939123 -1.797284 -1.222757 -0.03 0.52 0.33
H 1.137205 -2.969788 -3.415291 -0.15 0.00 0.08
H 2.409483 -4.039007 -2.852962 -0.10 -0.02 0.00
H 0.729897 -4.570585 -2.774710 0.07 0.13 0.06
H 1.843590 -3.784519 -0.545834 -0.12 0.11 0.00
H -0.123303 -2.718943 0.323614 -0.06 0.03 -0.01
H -0.759880 -3.856979 -0.856061 0.23 0.04 -0.18
H -1.829536 -3.143674 -2.608879 0.06 0.03 0.09
H -0.791007 -1.947081 -3.439836 -0.16 -0.15 -0.10
H -2.290689 -1.428586 -2.671210 0.06 -0.06 0.13
H 2.838530 -1.773394 -1.709519 -0.10 -0.12 0.09
H 2.074013 -1.455093 -0.264331 0.08 0.02 -0.01
H 1.297244 -1.126434 -1.671428 -0.05 -0.14 0.06
```
Positions in Å, forces in eV/Å.

Atomic partial charges in e from the natural (NBO) method, atoms 1 to 6: -0.833 -0.213 -0.405 -0.417 -0.433 -0.082